Here is a structure of composition C11H23Br2NO8Si2 at a distorted geometry from OMol25. Energies are from wB97M-V/def2-TZVPD.

Geometry as XYZ:
```
47
C11H23Br2NO8Si2 wB97M-V/def2-TZVPD
C 5.266 2.245 -1.314
C 4.344 1.346 -2.373
Br 4.524 -0.631 -2.123
C 2.805 1.909 -2.395
Br 2.902 3.914 -2.697
Si 1.739 1.420 -0.859
C 0.345 2.797 -0.716
O -0.573 2.570 0.412
C -1.682 1.669 0.060
O -2.741 2.274 -0.764
C -3.910 1.365 -0.795
C -4.165 0.683 -2.295
O -2.942 0.970 -3.101
O 2.608 1.403 0.668
Si 2.714 -0.207 1.364
O 1.411 -1.300 0.921
C 2.009 -2.335 0.014
N 2.310 -3.377 -0.730
H 5.695 3.152 -1.962
H 6.200 1.658 -0.924
H 4.618 2.741 -0.462
H 4.801 1.589 -3.448
H 2.232 1.463 -3.343
H 1.052 0.181 -1.196
H 0.944 3.800 -0.485
H -0.179 2.971 -1.752
H -1.346 0.680 -0.477
H -2.198 1.361 1.089
H -3.816 0.446 -0.054
H -4.919 1.922 -0.507
H -5.114 1.179 -2.803
H -4.352 -0.491 -2.198
H -3.094 1.930 -3.417
H 3.976 -0.900 1.006
H 2.706 -0.143 2.848
C -0.397 -4.162 1.418
O -1.132 -4.342 2.626
C -2.016 -3.348 2.896
O -2.214 -2.358 2.208
O -2.640 -3.645 4.063
C -3.605 -2.679 4.475
H 0.278 -5.014 1.302
H -1.071 -4.137 0.556
H 0.206 -3.249 1.465
H -4.408 -2.595 3.735
H -3.130 -1.707 4.645
H -4.042 -3.018 5.419
```

Here is an isolated molecule of CH2N2O4 at a distorted geometry from OMol25. Energies are from wB97M-V/def2-TZVPD.

Geometry as XYZ:
```
9
CH2N2O4 wB97M-V/def2-TZVPD
C -1.312 -0.017 0.131
N 1.493 -0.640 -0.013
N -0.483 0.967 -0.118
O 2.597 -0.656 -0.281
O -0.454 2.116 0.248
O 0.767 0.495 -0.659
O 0.904 -1.501 0.594
H -1.156 -1.001 -0.346
H -2.356 0.236 0.444
```

As for the SMILES: C=[N+]([O-])O[N+](=O)[O-].

Here is a cluster of 7 separate species, H13S7 in total from OMol25. Energies are from wB97M-V/def2-TZVPD.

Geometry as XYZ:
```
20
H13S7 wB97M-V/def2-TZVPD
S -1.181 1.857 1.453
H -0.957 0.529 1.423
S -1.100 0.241 -2.183
H -1.496 1.494 -2.003
H -0.985 0.057 -0.857
S -4.786 -2.192 -0.568
H -6.072 -2.127 -0.933
H -4.883 -1.276 0.405
S 2.087 2.918 0.490
H 1.823 4.173 0.113
H 0.886 2.567 1.119
S -2.267 -0.681 4.579
H -1.701 -0.445 3.389
H -1.347 0.055 5.216
S 2.889 1.467 -3.595
H 4.009 1.535 -4.331
H 2.800 2.791 -3.497
S 4.421 -3.865 -0.289
H 3.174 -3.401 -0.190
H 4.585 -3.801 1.041
```

Its charge is -1.

E_tot values (in eV) by entry order: -185485.9230, -12231.1001, -76058.3245.
Lowest unoccupied orbital energy values (in eV) by entry order: -0.008, -0.281, 2.577.
Molecular weight values (in g mol⁻¹) by entry order: 513.284, 106.037, 237.573.